The following is a DFT calculation (the ωB97M-V functional and the def2-TZVPD basis) of 2 unconnected molecules or ions with the total composition C4H10N.

Last column: Löwdin spin population.
Atoms and positions in Å:
C1 2.18015 -1.28156 0.23138  0.607
N1 1.48229 -0.38144 0.97985  0.278
H1 2.79280 -2.02548 0.71428  0.047
H2 2.05755 -1.13918 -0.83457  0.047
H3 0.59933 -0.06515 0.62483  0.009
H4 1.70344 0.01666 1.87153  0.010
C2 -1.93334 -0.06305 0.25952  0.001
C3 -1.14204 1.02176 -0.41687  0.000
C4 -0.19751 0.94384 -1.35074  -0.001
H5 -1.96199 -0.98476 -0.31650  0.000
H6 -1.59301 -0.34145 1.26691  0.001
H7 -2.88558 0.40378 0.52644  0.000
H8 -1.43115 2.00753 -0.06143  0.000
H9 0.28723 1.86797 -1.63264  0.000
H10 0.04182 0.02054 -1.86200  0.000

The spin multiplicity is 2. The total energy is -213.04799 Ha. As for the expectation value of S²: 0.753. The frontier orbital gap (alpha / beta) comes out at 7.31 / 10.76 eV. The calculation puts the LUMO energy (alpha / beta) at 1.2 / 1.1 eV. The energy above the lowest of the compared OMol25 structures with the same formula, charge and spin is 71.56 kJ/mol.

***

The following is a DFT calculation (the ωB97M-V functional and the def2-TZVPD basis) of C12H11NO2 in the gas phase.

Last column: Löwdin charge in e.
Atoms and positions in Å:
C1 1.01741 3.17702 1.43659  -0.085
C2 1.49832 3.20492 0.07211  -0.067
C3 0.61546 1.99685 2.02191  -0.085
C4 1.39680 2.08229 -0.70361  -0.020
C5 0.54121 0.80844 1.23453  -0.002
C6 -1.69469 -2.87419 -0.20599  -0.031
C7 -2.56869 -1.90155 -0.80208  -0.063
C8 0.95576 0.85335 -0.08693  -0.159
C9 -0.43284 -2.30424 -0.20197  -0.253
C10 -1.81475 -0.87101 -1.19260  -0.362
C11 0.91183 -2.46224 0.38584  -0.129
C12 0.96252 -0.38880 -0.84915  -0.091
N1 -0.54699 -1.10376 -0.77473  0.105
O1 1.68573 -1.52482 -0.33956  -0.045
O2 -2.10014 0.28255 -1.88414  0.067
H1 1.06347 4.04350 2.14334  0.110
H2 1.83923 4.05878 -0.51241  0.102
H3 0.31191 2.05795 3.12719  0.129
H4 1.58391 2.01654 -1.72623  0.093
H5 0.18648 -0.01269 1.80851  0.106
H6 -2.17937 -3.78839 0.12267  0.094
H7 -3.69556 -1.89116 -0.91393  0.126
H8 0.96820 -2.34083 1.44909  0.111
H9 1.14970 -3.50330 0.28127  0.122
H10 1.31852 -0.21520 -1.79686  0.124
H11 -2.97343 0.59998 -2.09285  0.101

The total energy is -669.01046 Ha. The SMILES is Oc1ccc2n1[C@@H](c1ccccc1)OC2. The frontier orbital gap comes out at 8.19 eV. The calculation puts the LUMO energy at 0.7 eV. The energy above the lowest of the compared OMol25 structures with the same formula, charge and spin is 147.12 kJ/mol.

***

The following is a DFT calculation (the ωB97M-V functional and the def2-TZVPD basis) of a molecular structure, C56H45F4IKN4O6SSb.

Last column: Löwdin charge in e.
Atoms and positions in Å:
K1 -0.15045 1.16038 -0.92088  0.467
C1 3.41942 0.58841 -0.11097  -0.172
N1 2.57447 1.29900 -1.08432  -0.048
C2 2.71621 2.57808 -1.16162  -0.192
C3 1.92114 3.41313 -1.97447  -0.353
C4 2.08954 4.82480 -2.15215  -0.091
C5 1.10590 5.23934 -3.03650  -0.137
C6 0.38630 4.07377 -3.38909  -0.220
N2 0.86040 2.97992 -2.77446  -0.023
C7 4.92047 0.75852 -0.32441  -0.187
C8 5.41481 1.21569 -1.54850  -0.053
C9 6.77489 1.38145 -1.73376  -0.090
C10 7.65056 1.11793 -0.69082  -0.120
C11 7.18783 0.65013 0.52846  -0.113
C12 5.83544 0.46840 0.70763  -0.049
H1 3.11725 -0.46459 -0.16788  0.100
H2 3.15243 0.92162 0.90647  0.094
H3 3.56622 3.10712 -0.64067  0.142
H4 2.87085 5.41554 -1.69378  0.080
H5 0.93822 6.24340 -3.39552  0.066
H6 -0.42309 3.98287 -4.11190  0.083
H7 4.71744 1.33051 -2.36940  0.112
H8 7.16411 1.70045 -2.67584  0.092
H9 8.71541 1.24662 -0.81953  0.087
H10 7.91208 0.44655 1.31944  0.096
H11 5.45067 0.09200 1.63304  0.102
I1 -1.86785 3.54476 1.11465  -0.129
F1 1.51628 0.92142 -6.80106  0.081
C13 0.22133 0.98608 -6.55799  -0.183
C14 -0.31969 1.24495 -5.33162  0.046
N3 -1.70239 1.18881 -5.16685  0.002
C15 -2.22475 1.09777 -3.81698  -0.052
C16 -1.80721 -0.23546 -3.12023  -0.602
O1 -0.93890 -0.97981 -3.65419  -0.031
O2 -2.39111 -0.44948 -1.95794  -0.252
C17 -2.59551 0.96076 -6.23344  -0.442
O3 -3.80276 0.89103 -6.06514  0.057
N4 -2.00086 0.80320 -7.47692  0.198
C18 -0.64863 0.67976 -7.76348  -0.395
O4 -0.25482 0.36271 -8.86562  0.061
H12 0.29061 1.34888 -4.44476  0.118
H13 -3.31755 1.15433 -3.89781  0.126
H14 -1.90770 1.97576 -3.20053  0.130
H15 -2.65079 0.50683 -8.20531  0.165
F2 -8.92672 -2.22916 -0.35524  -0.001
C19 -7.60546 -1.85809 -0.19163  -0.255
C20 -6.66867 -2.81251 0.20403  -0.022
C21 -5.35260 -2.39766 0.35276  -0.118
C22 -4.97967 -1.08780 0.08089  -0.342
C23 -5.92905 -0.13803 -0.29835  -0.121
C24 -7.26491 -0.50628 -0.38039  -0.021
Sb1 -3.07260 -0.24188 0.65517  1.529
C25 -2.19376 -2.22186 0.90768  -0.347
C26 -2.17928 -3.10467 -0.17960  -0.122
C27 -1.78467 -4.42821 0.03436  -0.037
C28 -1.10164 -4.74301 1.21847  -0.267
F3 -0.52766 -5.97949 1.38000  0.015
C29 -0.96077 -3.80764 2.23308  -0.007
C30 -1.60109 -2.55873 2.11451  -0.127
C31 -3.81822 -0.12872 2.70421  -0.378
C32 -4.23958 1.13808 3.11598  -0.147
C33 -4.95701 1.27418 4.30414  -0.016
C34 -5.13030 0.14210 5.11342  -0.272
F4 -5.76270 0.24185 6.33288  0.006
C35 -4.73653 -1.12110 4.69270  -0.027
C36 -4.11174 -1.27049 3.44944  -0.121
H16 -6.97235 -3.84650 0.37221  0.111
H17 -4.63009 -3.12705 0.67781  0.085
H18 -5.63679 0.85361 -0.59159  0.097
H19 -8.04567 0.19225 -0.63157  0.104
H20 -2.47095 -2.72403 -1.16365  0.102
H21 -1.91870 -5.16988 -0.73956  0.107
H22 -0.34429 -4.03497 3.10969  0.113
H23 -1.69316 -1.92910 2.98333  0.072
H24 -3.92167 1.98576 2.52999  -0.006
H25 -5.31013 2.24142 4.62765  0.106
H26 -4.95684 -1.98596 5.30406  0.106
H27 -3.89210 -2.24705 3.03704  0.088
C37 0.52604 -3.42595 -2.32529  -0.007
C38 1.61986 -2.89174 -1.43847  -0.385
O5 1.53602 -2.80774 -0.22954  0.083
C39 2.88107 -2.45149 -2.16186  -0.161
C40 2.80999 -1.74980 -3.37039  -0.012
C41 3.98118 -1.25312 -3.93067  -0.070
C42 5.20745 -1.63516 -3.38338  -0.104
C43 5.27980 -2.39000 -2.21864  -0.091
C44 4.11334 -2.72256 -1.55892  -0.040
H28 0.00682 -4.22931 -1.76787  0.069
H29 0.95937 -3.82371 -3.27039  0.092
H30 -0.17859 -2.61072 -2.65764  0.077
H31 1.86766 -1.60576 -3.88056  0.112
H32 3.95778 -0.59171 -4.78939  0.105
H33 6.12860 -1.30428 -3.85610  0.098
H34 6.23560 -2.64355 -1.79839  0.095
H35 4.10727 -3.18160 -0.58068  0.114
O6 0.07474 0.35372 1.67200  -0.610
S1 -0.53719 1.10121 2.81221  0.774
C45 0.53181 2.43446 3.46580  -0.391
C46 1.79553 2.61893 2.92597  -0.060
C47 2.73745 3.30830 3.66565  -0.076
C48 2.36097 3.98213 4.81608  -0.100
C49 1.04485 3.93945 5.25255  -0.087
C50 0.12463 3.19874 4.54646  -0.098
C51 -0.22898 -0.00826 4.17316  -0.375
C52 -1.07999 -0.12140 5.27213  -0.074
C53 -0.74282 -1.00387 6.27385  -0.088
C54 0.43866 -1.74581 6.19923  -0.091
C55 1.23052 -1.69592 5.05448  -0.068
C56 0.84367 -0.84855 4.02351  -0.082
H36 2.03535 2.21073 1.95603  0.088
H37 3.77456 3.32050 3.36841  0.101
H38 3.08168 4.59359 5.33883  0.092
H39 0.74923 4.46297 6.14800  0.097
H40 -0.91834 3.17737 4.80991  0.108
H41 -1.98744 0.47963 5.34248  0.110
H42 -1.38707 -1.09818 7.13953  0.100
H43 0.71526 -2.35626 7.04526  0.090
H44 2.14219 -2.26668 4.94826  0.101
H45 1.37260 -0.86129 3.09110  0.109

The total energy is -4767.12933 Ha. The charge is -2. The frontier orbital gap comes out at 6.25 eV. The calculation puts the LUMO energy at 3.7 eV. The energy above the lowest of the compared OMol25 structures with the same formula, charge and spin is 0.00 kJ/mol.

***

The following is a DFT calculation (the ωB97M-V functional and the def2-TZVPD basis) of a molecular structure, C16H47FN7O6P3S.

Last column: Löwdin charge in e.
Atoms and positions in Å:
C1 9.40355 1.48832 0.06113  -0.112
C2 8.96785 2.89086 -0.38340  -0.254
C3 7.46157 3.14870 -0.32454  -0.192
C4 6.58885 2.04002 -0.93906  -0.232
N1 5.88543 1.22119 0.11467  -0.305
P1 4.14360 1.54175 0.23119  0.800
O1 3.46160 1.56058 -1.25081  -0.261
O2 3.88210 2.92970 1.03721  -0.236
S1 6.01690 -0.42123 -0.18682  0.507
O3 7.35605 -0.73666 -0.51022  -0.241
O4 5.48417 -1.12329 0.91756  -0.267
F1 5.08744 -0.73651 -1.40483  -0.143
H1 9.42247 0.78712 -0.76974  0.061
H2 10.41654 1.52510 0.45894  0.069
H3 8.75334 1.05616 0.81848  0.068
H4 9.49451 3.59735 0.25920  0.099
H5 9.35718 3.07569 -1.38532  0.104
H6 7.13772 3.39245 0.68611  0.113
H7 7.29447 4.05577 -0.90907  0.105
H8 5.85188 2.53219 -1.57515  0.101
H9 7.18420 1.41492 -1.59916  0.110
H10 2.92658 0.76021 -1.26066  0.034
H11 3.23747 2.67243 1.70172  0.043
O5 0.41318 1.77095 -1.20098  -0.290
P2 -0.74840 2.62528 -1.64055  0.757
N2 -2.02477 1.94618 -0.70135  -0.335
C5 -2.88384 0.83110 -1.03462  -0.128
C6 -1.89245 2.12798 0.74012  -0.121
N3 -0.72433 2.22634 -3.33180  -0.318
C7 -1.57039 1.21443 -3.93798  -0.145
C8 0.63232 2.09715 -3.86333  -0.151
N4 -1.66808 4.10493 -1.98542  -0.326
C9 -1.17456 5.29999 -1.29192  -0.142
C10 -3.10163 4.12873 -2.09565  -0.131
H12 -3.84550 0.94043 -0.52280  0.081
H13 -2.44492 -0.13491 -0.74447  0.081
H14 -3.12899 0.78249 -2.09121  0.046
H15 -2.52787 2.95288 1.08876  0.075
H16 -0.86298 2.35690 1.02601  0.067
H17 -2.17931 1.22763 1.28484  0.081
H18 -1.47565 0.23445 -3.44809  0.083
H19 -1.30349 1.08479 -4.98726  0.081
H20 -2.62110 1.51217 -3.94483  0.063
H21 1.07099 1.11166 -3.66127  0.078
H22 1.29389 2.84918 -3.43414  0.071
H23 0.62026 2.26066 -4.94244  0.081
H24 -1.47596 5.32414 -0.23463  0.075
H25 -1.53858 6.20907 -1.77489  0.077
H26 -0.08162 5.33291 -1.32743  0.076
H27 -3.61286 4.10773 -1.12301  0.084
H28 -3.48683 3.30989 -2.70116  0.070
H29 -3.38952 5.05051 -2.60723  0.091
O6 -5.41534 -3.86102 0.56309  -0.281
P3 -4.12208 -3.75032 1.32871  0.749
N5 -4.04719 -5.30318 2.07534  -0.341
C11 -4.60983 -5.71178 3.34484  -0.132
C12 -3.89385 -6.42123 1.15118  -0.126
N6 -4.55105 -2.40658 2.34767  -0.318
C13 -5.04326 -2.54255 3.70637  -0.147
C14 -5.34522 -1.40002 1.64757  -0.157
N7 -2.39874 -3.42882 1.60933  -0.327
C15 -1.57125 -3.46355 0.39757  -0.142
C16 -1.67792 -3.94868 2.73957  -0.132
H30 -4.01816 -6.53552 3.75705  0.086
H31 -5.65369 -6.04433 3.25807  0.088
H32 -4.57197 -4.92617 4.09371  0.043
H33 -2.84958 -6.75893 1.11822  0.074
H34 -4.18829 -6.14929 0.13494  0.070
H35 -4.51345 -7.26942 1.44320  0.081
H36 -5.92373 -3.19763 3.77413  0.084
H37 -5.32875 -1.56612 4.09971  0.080
H38 -4.26979 -2.90924 4.38483  0.062
H39 -6.41019 -1.65916 1.60253  0.082
H40 -4.98701 -1.27443 0.62551  0.060
H41 -5.24534 -0.43020 2.14060  0.079
H42 -1.35613 -4.49015 0.06754  0.075
H43 -0.62254 -2.94722 0.55785  0.078
H44 -2.08163 -2.95014 -0.42315  0.068
H45 -1.40259 -5.00698 2.62985  0.084
H46 -2.22721 -3.83411 3.67291  0.069
H47 -0.75676 -3.37164 2.85261  0.091

The total energy is -2994.53177 Ha. The frontier orbital gap comes out at 7.89 eV. The calculation puts the LUMO energy at -0.1 eV.

***

The following is a DFT calculation (the ωB97M-V functional and the def2-TZVPD basis) of a gas-phase ion, C5H11N4OS (charge +1).

Last column: Löwdin charge in e.
Atoms and positions in Å:
C1 4.10523 1.08802 0.46671  -0.313
C2 -0.13204 -0.72462 0.08591  -0.384
C3 3.06622 0.22622 1.24532  -0.191
C4 -2.40847 -1.37800 -0.24952  0.051
C5 -1.47836 0.62359 -1.44239  -0.009
N1 4.40002 0.97701 -0.66533  0.170
N2 0.94324 0.07617 -0.00635  0.115
N3 -1.28398 -0.44550 -0.47059  -0.120
N4 2.24408 -0.54344 0.36509  -0.579
O1 -0.06831 -1.85889 0.74314  0.157
S1 3.03172 -1.24322 -0.91336  0.819
H1 4.43435 1.82781 1.06771  0.104
H2 3.86521 -0.35263 1.73067  0.140
H3 2.67052 0.86698 1.96269  0.106
H4 -2.96494 -0.93141 0.64546  0.147
H5 -2.96818 -1.29006 -1.15252  0.096
H6 -1.91514 -2.23751 -0.03801  0.053
H7 -2.48001 1.16488 -1.38673  0.132
H8 -0.93896 1.53688 -1.09098  0.103
H9 -1.23207 0.16159 -2.42891  0.131
H10 0.91903 0.77363 -0.67832  0.108
H11 0.82394 -2.01445 1.15178  0.164

The total energy is -889.16037 Ha. The charge is +1. The frontier orbital gap (alpha / beta) comes out at 7.62 / 7.62 eV. The calculation puts the LUMO energy (alpha / beta) at -5.0 / -5.0 eV. The energy above the lowest of the compared OMol25 structures with the same formula, charge and spin is 363.52 kJ/mol.